Entry 1:
{"formula": "C4H11NO3", "method": "ωB97M-V with the def2-TZVPD basis set", "energy_ha": -439.48725, "relative_energy_ev": 1.052, "orbital_gap_ev": 10.080, "e_homo_ha": -0.3535, "lumo_energy_ev": 0.5, "smiles": "C[C@@H](N)CC(=O)O.O", "symbols": ["C", "C", "C", "C", "O", "O", "N", "H", "H", "H", "H", "H", "H", "H", "H", "H", "H", "H", "O"], "positions_angstrom": [[1.58162, 2.57457, -0.30297], [0.53587, 1.50409, -0.06009], [0.58311, 0.88332, 1.32569], [-0.66355, 0.18376, 1.81548], [-1.71537, 1.00682, 1.62831], [-0.77347, -0.89755, 2.31311], [0.66640, 0.43199, -1.05012], [1.87550, 3.18687, 0.54115], [2.40453, 2.15228, -0.82080], [1.19030, 3.28941, -1.03597], [-0.46950, 1.88422, -0.20986], [0.88234, 1.56249, 2.11621], [1.42742, 0.18899, 1.36776], [-2.52649, 0.63624, 2.00114], [0.46324, -0.46397, -0.61902], [0.00799, 0.65682, -1.77946], [-0.56885, -4.56618, -3.33273], [-0.35600, -3.89490, -4.61606], [-0.25201, -4.77432, -4.22376]], "forces_ev_per_a": [[-0.936, 0.954, -0.633], [-0.629, -0.242, 0.435], [1.148, -0.687, 0.560], [-0.198, 0.548, -0.477], [-0.348, 0.457, -0.037], [0.246, -0.335, 0.154], [0.330, 0.009, 0.026], [0.080, -0.222, 0.366], [1.109, -0.556, -0.001], [-0.120, 0.000, 0.062], [-0.060, 0.677, 0.363], [-0.346, 0.677, 0.045], [-0.192, -0.370, -0.190], [0.147, -0.317, 0.046], [-0.204, 0.047, -0.414], [-0.029, -0.639, -0.305], [0.135, -0.536, 0.017], [0.207, -0.327, -0.396], [-0.340, 0.861, 0.379]], "lowdin_charge": [-0.0571, -0.4541, -0.0825, -0.5288, 0.0964, 0.1163, 0.0424, 0.0742, 0.0608, 0.0770, 0.1210, 0.1272, 0.1347, 0.1283, 0.0714, 0.0725, 0.0341, 0.0342, -0.0683]}

Entry 2:
{"formula": "C4H11NO3", "method": "ωB97M-V with the def2-TZVPD basis set", "energy_ha": -439.42587, "relative_energy_ev": 2.722, "orbital_gap_ev": 9.995, "e_homo_ha": -0.3414, "lumo_energy_ev": 0.7, "smiles": "C[C@@H](N)CC(=O)O.O", "symbols": ["C", "C", "C", "C", "O", "O", "N", "H", "H", "H", "H", "H", "H", "H", "H", "H", "H", "H", "O"], "positions_angstrom": [[2.10270, 1.73590, 0.41052], [0.57297, 1.35250, 0.34042], [-0.11010, 1.16980, 1.74406], [-1.26249, 0.37973, 1.54033], [-2.29689, 1.21984, 1.30705], [-1.58212, -0.76330, 1.22767], [0.24693, 0.20934, -0.42608], [2.25201, 2.81619, 0.31015], [2.82327, 1.31314, 1.12220], [2.55379, 1.42186, -0.50593], [0.07169, 2.22157, -0.05959], [-0.41663, 2.10255, 2.27171], [0.64571, 0.61589, 2.29748], [-3.18258, 0.72304, 1.38667], [0.61191, 0.09412, -1.43785], [0.50437, -0.53424, 0.06783], [-1.20779, -4.67225, -4.03660], [-1.21044, -5.81749, -3.34638], [-1.11630, -5.58819, -4.21367]], "forces_ev_per_a": [[-0.218, 0.371, -0.490], [0.862, 1.740, 0.570], [3.335, 0.501, 0.815], [-5.783, -2.535, -2.975], [-2.666, 1.369, 1.309], [2.526, -0.227, 2.113], [-0.285, 2.353, -5.060], [-0.177, 0.017, 0.728], [-0.840, 0.039, 0.577], [0.024, -0.513, -1.011], [-0.068, 0.260, -0.558], [0.668, -0.658, -0.605], [-0.134, 0.009, 0.549], [2.249, 0.733, -0.588], [-0.573, 0.849, 2.526], [1.084, -4.313, 2.094], [-0.049, 1.964, -0.835], [-0.314, -2.275, 3.743], [0.360, 0.316, -2.902]], "lowdin_charge": [-0.0508, -0.4039, -0.0724, -0.5611, 0.0494, 0.0633, 0.0438, 0.0700, 0.0744, 0.0468, 0.1284, 0.1501, 0.1309, 0.1661, 0.1465, 0.0184, 0.0206, -0.0201, -0.0005]}

Entry 3:
{"formula": "C4H11NO3", "method": "ωB97M-V with the def2-TZVPD basis set", "energy_ha": -439.41518, "relative_energy_ev": 3.013, "orbital_gap_ev": 9.301, "e_homo_ha": -0.3332, "lumo_energy_ev": 0.2, "symbols": ["C", "O", "O", "O", "H", "H", "H", "H", "C", "C", "C", "N", "H", "H", "H", "H", "H", "H", "H"], "positions_angstrom": [[-1.21168, -0.82214, -1.00341], [-0.73572, 0.01275, -2.05542], [-2.07054, -0.34940, -0.19577], [-1.49152, -2.09339, -1.55350], [-2.25023, -2.42015, -1.05271], [-1.48976, 0.19784, -2.63245], [-1.12435, 0.18836, 1.27593], [-0.11183, -0.96675, -0.39326], [0.01793, 1.84981, 0.78658], [2.06175, -0.23085, 0.40573], [0.67287, -0.48767, 0.89818], [-0.13085, 0.49292, 1.31300], [0.47006, -1.44923, 1.36070], [1.01083, 2.23516, 1.01386], [-0.15034, 1.85783, -0.29536], [-0.72520, 2.48360, 1.26467], [2.67783, 0.17328, 1.21545], [2.51538, -1.15806, 0.06213], [2.06537, 0.48609, -0.41434]], "forces_ev_per_a": [[-0.397, 0.183, 0.051], [0.142, -0.100, 0.226], [0.391, -0.102, -0.121], [0.203, 0.129, 0.188], [0.068, 0.093, 0.014], [-0.007, -0.096, 0.118], [0.163, -0.012, 0.089], [0.098, 0.021, -0.109], [0.037, -0.130, -0.066], [-0.046, 0.041, -0.095], [-0.478, 0.165, -0.069], [-0.049, -0.147, -0.238], [-0.027, -0.012, -0.066], [-0.026, -0.003, 0.003], [0.024, 0.017, 0.065], [0.043, -0.023, -0.004], [-0.082, -0.032, 0.003], [-0.039, 0.030, 0.001], [-0.017, -0.021, 0.011]], "lowdin_charge": [-0.7173, 0.0026, -0.0700, 0.0223, 0.0977, 0.1000, 0.1210, 0.1296, -0.0565, -0.0509, -0.1980, -0.0493, 0.1399, 0.0837, 0.0875, 0.0906, 0.0938, 0.0866, 0.0868]}

Entry 4:
{"formula": "C4H11NO4", "method": "ωB97M-V with the def2-TZVPD basis set", "energy_ha": -514.57188, "relative_energy_ev": 4.924, "orbital_gap_ev": [9.252, 7.386], "e_homo_ha": [-0.3332, -0.3365], "lumo_energy_ev": [0.2, -1.8], "symbols": ["C", "C", "C", "O", "O", "O", "H", "H", "H", "H", "H", "H", "C", "N", "O", "H", "H", "H", "H", "H"], "positions_angstrom": [[1.98321, -0.33815, 0.14658], [2.13922, -1.08099, -1.14862], [0.48123, 0.68345, 0.10599], [0.44533, 1.29159, 1.36107], [2.00028, -1.09419, 1.30127], [0.49207, 1.39983, -0.90054], [0.59434, 0.61463, 2.03563], [1.43788, -1.86991, 1.16886], [2.67091, 0.49346, 0.28050], [1.96467, -0.40336, -1.98257], [3.15475, -1.48139, -1.21886], [1.43373, -1.91151, -1.21507], [-2.93510, 1.14570, 0.06955], [-2.56648, -0.18644, -0.32705], [-0.42246, -0.46652, 0.12277], [-0.88829, -0.46411, -0.74582], [-2.77744, -0.82685, 0.44137], [-4.03991, 1.19122, 0.09381], [-2.57634, 1.87073, -0.65804], [-2.59159, 1.43281, 1.06917]], "forces_ev_per_a": [[1.027, 0.037, 0.144], [-0.173, 0.013, 0.041], [-1.664, -0.703, 0.381], [0.332, -0.231, -0.394], [-0.361, 0.405, -0.484], [0.451, -0.258, 0.217], [-0.059, -0.021, -0.084], [-0.029, 0.015, -0.050], [0.062, -0.039, 0.014], [0.010, -0.022, 0.025], [-0.062, 0.045, 0.064], [0.005, 0.039, 0.013], [-0.346, 0.011, 0.031], [-1.348, 0.026, -0.297], [1.683, 0.528, 0.074], [0.149, 0.042, 0.414], [0.043, 0.101, -0.051], [0.197, 0.086, -0.017], [0.004, 0.013, 0.008], [0.078, -0.087, -0.050]], "lowdin_charge": [-0.2703, -0.0291, -0.7006, 0.0726, 0.0332, 0.0983, 0.1028, 0.1177, 0.1526, 0.0916, 0.0927, 0.0892, -0.1921, 0.0137, -0.0417, 0.0800, 0.0560, 0.0839, 0.0713, 0.0781]}

Entry 5:
{"formula": "C4H11NO4S", "method": "ωB97M-V with the def2-TZVPD basis set", "energy_ha": -912.80472, "relative_energy_ev": 2.226, "orbital_gap_ev": 11.262, "e_homo_ha": -0.3906, "lumo_energy_ev": 0.6, "smiles": "CC(C)(O)N(O)S(C)(=O)=O", "symbols": ["C", "C", "C", "C", "N", "O", "O", "O", "O", "S", "H", "H", "H", "H", "H", "H", "H", "H", "H", "H", "H"], "positions_angstrom": [[1.85027, 0.92332, 0.06623], [1.62583, -1.42107, -0.82609], [-2.71769, 0.94632, -0.38443], [1.02515, -0.39943, 0.12773], [-0.35381, -0.14116, -0.38269], [-1.67842, 0.11575, 1.84159], [-0.61906, 2.07550, 0.85186], [-1.04236, -1.34319, -0.66219], [1.10562, -0.93540, 1.47024], [-1.28565, 0.81279, 0.69998], [1.79929, 1.49429, 0.92117], [2.88883, 0.73101, -0.21506], [1.54471, 1.56713, -0.84244], [2.56406, -1.78238, -0.60099], [1.67418, -0.92518, -1.84807], [0.96083, -2.28394, -0.89500], [-2.40221, 0.60249, -1.38627], [-3.36979, 0.23046, -0.14042], [-2.95630, 1.93271, -0.04605], [-1.24172, -1.83077, 0.16615], [0.62823, -0.36925, 2.08474]], "forces_ev_per_a": [[-0.310, -0.425, -4.003], [-2.331, 0.904, -1.891], [3.584, 1.179, -0.360], [1.513, 0.496, 0.246], [0.832, -0.234, 1.408], [-0.559, -1.899, 2.906], [-0.183, -0.388, -0.188], [-0.674, 0.167, 0.361], [-0.401, -0.239, -1.140], [0.000, 1.024, -3.985], [-0.185, 1.169, 1.856], [0.009, -0.469, 0.587], [-0.052, -0.920, 1.532], [2.135, -0.312, 0.972], [-0.108, -0.691, 1.145], [0.166, 0.128, -0.128], [-0.027, 1.520, 0.183], [-2.768, -2.426, 1.621], [-0.998, 0.842, -1.112], [0.377, 0.431, -0.091], [-0.017, 0.144, 0.081]], "lowdin_charge": [-0.0222, -0.0139, -0.0842, -0.5738, -0.2114, -0.2627, -0.2706, -0.0566, -0.0009, 0.6221, 0.0397, 0.0836, 0.1203, 0.0595, 0.1239, 0.0809, 0.0889, 0.0129, 0.0646, 0.1251, 0.0746]}

Entry 6:
{"formula": "C4H11NOP", "method": "ωB97M-V with the def2-TZVPD basis set", "energy_ha": -630.03901, "relative_energy_ev": 1.204, "orbital_gap_ev": 10.880, "e_homo_ha": -0.5290, "lumo_energy_ev": -3.5, "charge": 1, "smiles": "C[NH2+][C@H](P)C(C)=O", "symbols": ["C", "C", "C", "C", "N", "O", "P", "H", "H", "H", "H", "H", "H", "H", "H", "H", "H", "H"], "positions_angstrom": [[-0.04488, 1.23711, 0.28414], [1.02772, 1.98207, 0.99461], [-0.45086, -1.39551, -1.98607], [0.11647, -0.26301, 0.22986], [-0.92832, -0.78627, -0.73572], [-1.05502, 1.75587, -0.08818], [-0.53108, -1.00992, 1.90368], [1.40195, 2.78871, 0.23176], [0.74786, 2.54399, 1.84672], [1.80735, 1.34229, 1.20725], [0.14130, -2.30754, -1.86414], [-1.32962, -1.73983, -2.66925], [0.28803, -0.71603, -2.54804], [1.17556, -0.42322, -0.05609], [-1.43442, 0.04482, -1.13260], [-1.71094, -1.26142, -0.29819], [-0.27057, -2.43860, 1.20393], [0.65465, -0.94000, 2.68041]], "forces_ev_per_a": [[-0.151, 0.419, 1.585], [0.149, 2.154, -3.072], [0.683, -1.457, -2.812], [-0.385, 0.075, 0.335], [0.044, 1.756, -1.600], [-0.996, 0.217, -1.040], [0.877, -2.081, -1.689], [-0.512, -1.436, 1.317], [-0.750, 0.337, 0.862], [1.951, -1.183, 0.650], [-0.229, 0.086, 0.687], [1.417, 1.111, 1.290], [-1.600, -0.544, 0.948], [-0.853, -0.860, -0.088], [0.422, 0.237, 1.006], [0.211, -0.768, 0.327], [-0.277, 2.104, 1.608], [0.000, -0.167, -0.314]], "lowdin_charge": [-0.5155, 0.0098, -0.0317, -0.4662, -0.0633, 0.1100, 0.9231, 0.1579, 0.0920, 0.0490, 0.0940, 0.1448, 0.1390, 0.1435, 0.1664, 0.1321, 0.0052, -0.0903]}